Entry 1:
{"formula": "H31O16", "method": "the ωB97M-V functional and the def2-TZVPD basis", "elements": ["O", "H", "H", "O", "H", "H", "O", "H", "H", "O", "H", "H", "O", "H", "H", "O", "H", "H", "O", "H", "H", "O", "H", "H", "O", "H", "O", "H", "H", "O", "H", "H", "O", "H", "H", "O", "H", "H", "O", "H", "H", "O", "H", "H", "O", "H", "H"], "coordinates": [[-1.422, -1.360, 2.226], [-1.468, -1.314, 1.275], [4.211, 2.078, 3.521], [0.048, -4.246, -2.533], [-0.123, -4.071, -3.476], [-0.919, -0.598, 2.448], [-3.036, 2.889, 1.675], [-2.470, 2.145, 1.303], [-3.663, 2.653, 2.355], [-1.719, -1.151, -1.536], [-2.367, -1.682, -1.667], [-2.123, -0.362, -0.751], [-1.336, 3.812, 0.077], [-1.247, 3.512, 1.089], [0.207, -2.368, -5.093], [0.124, 1.859, 4.531], [1.084, 2.123, 4.427], [0.078, 1.140, 3.843], [1.112, 3.528, -2.921], [1.743, 4.234, -2.834], [0.437, 3.776, -3.565], [1.406, 1.600, 2.074], [0.948, 0.686, 1.899], [0.806, 2.147, 1.631], [3.643, 2.843, -2.000], [4.013, 3.642, -1.633], [-0.321, -3.846, 2.819], [-1.262, -3.844, 2.945], [0.035, -3.239, 2.218], [3.608, 2.838, 3.315], [2.797, 2.844, 2.727], [-1.607, 2.957, -0.287], [-0.642, -2.523, -4.849], [0.069, -5.535, -1.791], [-1.264, -2.037, -4.501], [0.298, -2.275, -0.315], [0.989, -2.169, -1.038], [-0.555, -1.793, -0.645], [-2.251, 0.713, -0.093], [0.254, -0.032, -0.167], [-2.503, 1.106, -0.911], [0.315, 0.829, -0.026], [-0.569, 1.085, -0.073], [2.869, 2.450, -1.637], [0.597, -6.164, -1.181], [-0.043, -3.427, -2.074], [1.219, -5.454, -0.800]], "forces_ev_per_angstrom": [[-0.58, -0.82, 0.14], [-0.24, 0.06, -0.59], [-2.00, 0.67, -1.28], [-0.15, 0.16, -2.14], [-0.11, 0.18, 0.50], [0.53, 1.03, 0.41], [0.90, -0.02, -0.45], [-2.01, 0.19, 0.87], [0.22, -0.91, 0.11], [6.08, 5.44, 1.89], [-6.67, -5.76, -1.46], [0.83, 0.20, -0.14], [1.11, -1.23, 2.98], [-0.47, 1.62, -3.22], [3.09, 2.07, -0.54], [1.46, -0.77, -0.87], [-1.58, -0.33, 0.14], [0.00, 1.28, 1.15], [-0.72, -0.64, -0.21], [0.22, 0.39, -0.18], [0.31, 0.19, 0.29], [0.23, -3.57, 1.45], [1.72, 2.60, -0.01], [-1.29, 1.35, -1.34], [1.83, -0.19, -1.73], [-0.71, -0.14, 0.81], [0.66, -2.65, 2.07], [-0.24, 0.83, -0.59], [-0.28, 1.59, -1.43], [0.27, 1.02, 0.51], [1.92, -1.78, 0.93], [-0.01, 0.27, -0.33], [0.82, -7.03, -2.26], [1.05, -1.55, 1.24], [-3.82, 4.97, 2.83], [0.54, 0.60, -1.35], [-1.35, 0.11, 1.47], [1.06, -0.76, -0.43], [-0.19, -0.52, 0.69], [0.01, -6.22, -1.15], [-0.62, 1.00, -0.85], [3.38, 4.81, 0.80], [-3.19, 0.83, -0.28], [-0.97, 0.35, 1.03], [0.69, 1.96, 0.40], [-0.40, 1.00, 0.75], [-1.32, -1.86, -0.65]], "lowdin_charge": [-0.011, 0.009, 0.057, -0.035, 0.057, 0.005, -0.106, 0.024, 0.034, -0.129, -0.089, 0.002, -0.121, 0.085, 0.011, -0.113, 0.040, 0.020, -0.056, 0.015, 0.039, -0.096, 0.100, -0.002, -0.047, 0.033, -0.047, 0.020, -0.032, -0.130, 0.031, -0.014, 0.069, -0.023, -0.039, -0.135, 0.074, 0.000, -0.269, -0.073, -0.006, 0.006, -0.049, 0.012, -0.179, 0.007, 0.050], "charge": -1}

=====

Entry 2:
{"formula": "H32O16", "method": "the ωB97M-V functional and the def2-TZVPD basis", "elements": ["O", "H", "H", "O", "H", "H", "O", "H", "H", "O", "H", "H", "O", "H", "H", "O", "H", "H", "O", "H", "H", "O", "H", "H", "O", "H", "H", "O", "H", "H", "O", "H", "H", "O", "H", "H", "O", "H", "H", "O", "H", "H", "O", "H", "H", "O", "H", "H"], "coordinates": [[-2.147, 0.713, -1.145], [-1.564, 0.727, -0.409], [-2.995, 1.083, -1.210], [-1.851, 1.743, 5.587], [-2.152, 1.258, 4.815], [-1.166, 2.345, 5.304], [1.210, 3.249, -2.028], [0.303, 3.330, -2.330], [1.716, 3.616, -2.760], [3.045, -1.534, 1.575], [3.919, -1.901, 1.683], [2.747, -1.657, 0.671], [-2.555, 3.928, 0.022], [-3.204, 4.435, 0.508], [-2.031, 3.311, 0.536], [0.421, -0.398, 0.766], [0.957, 0.428, 0.871], [0.628, -1.003, 1.489], [-1.476, 5.243, -2.440], [-2.007, 4.636, -2.928], [-1.210, 5.045, -1.542], [-1.336, 1.277, 1.777], [-0.737, 0.553, 1.480], [-2.012, 0.621, 2.014], [1.289, -2.261, -1.724], [1.020, -1.974, -0.847], [0.483, -2.515, -2.198], [-0.418, -3.687, -3.324], [0.284, -3.271, -3.833], [-0.432, -4.627, -3.509], [1.941, 1.772, 0.467], [2.534, 1.146, 0.041], [1.601, 2.513, -0.041], [0.448, -5.139, 1.599], [1.389, -4.942, 1.632], [0.401, -5.242, 0.639], [3.720, -3.313, -1.794], [2.763, -3.383, -1.665], [3.940, -3.605, -2.675], [-4.337, 1.116, 0.347], [-4.455, 1.901, -0.179], [-3.661, 0.949, 0.993], [-2.708, -1.249, 2.654], [-1.866, -1.711, 2.524], [-3.269, -1.979, 2.365], [3.975, -0.349, -1.033], [4.825, 0.017, -1.302], [4.030, -1.213, -1.444]], "forces_ev_per_angstrom": [[2.15, -1.74, -3.04], [-0.43, 0.75, 1.28], [-1.07, 0.72, 1.32], [-0.35, -0.21, 0.49], [0.17, 0.10, -0.19], [0.19, 0.09, -0.35], [0.16, 0.01, -0.01], [-0.35, 0.02, 0.02], [0.13, 0.03, 0.11], [-0.86, 0.12, 0.65], [0.25, -0.13, -0.38], [0.59, 0.02, -0.21], [0.16, 0.14, -1.31], [0.24, -0.26, 0.66], [-0.34, -0.07, 0.76], [-0.17, -0.57, -0.05], [0.30, -0.14, -0.14], [0.39, 0.24, 0.09], [1.25, 1.88, -0.65], [-0.49, -1.03, 0.57], [-0.82, -0.90, 0.04], [-0.53, -1.03, 0.06], [0.64, 0.81, -0.26], [-0.61, 0.58, 0.51], [0.05, -0.17, -0.04], [-0.38, 0.44, 0.01], [-0.04, -0.04, 0.63], [-0.33, 0.34, 0.16], [0.01, -0.41, -0.48], [0.22, -0.02, -0.16], [-0.40, -0.37, 1.67], [0.20, 0.57, -0.93], [0.48, -0.38, -0.93], [0.43, 0.09, -0.81], [0.28, 0.14, 0.77], [-0.71, -0.15, 0.03], [0.65, 0.02, 0.70], [-0.12, 0.32, -0.44], [-0.13, -0.17, -0.33], [-2.30, -1.66, -0.34], [0.99, 0.75, 0.82], [0.63, 1.21, -0.25], [0.44, -0.79, -0.33], [0.28, 0.51, 0.27], [-0.71, 0.38, 0.03], [0.47, 0.43, -0.12], [-0.10, 0.37, 0.25], [-0.50, -0.85, -0.19]], "lowdin_charge": [-0.033, -0.021, -0.017, -0.053, 0.016, 0.027, -0.039, 0.024, 0.051, -0.045, 0.042, -0.006, -0.042, 0.048, 0.018, -0.060, 0.027, 0.060, -0.053, 0.021, 0.009, -0.078, -0.020, -0.004, -0.053, 0.025, 0.015, -0.037, 0.050, 0.056, -0.033, 0.030, 0.033, -0.059, 0.028, 0.031, -0.066, 0.000, 0.037, -0.046, 0.033, 0.006, -0.039, 0.051, 0.061, -0.044, 0.052, -0.002], "charge": 0}

=====

Entry 3:
{"formula": "H33O16", "method": "the ωB97M-V functional and the def2-TZVPD basis", "elements": ["O", "H", "H", "O", "H", "H", "O", "H", "H", "O", "H", "H", "O", "H", "H", "O", "H", "H", "O", "H", "H", "O", "H", "H", "O", "H", "O", "H", "H", "O", "H", "H", "O", "H", "H", "O", "H", "H", "O", "H", "H", "O", "H", "H", "O", "H", "H", "H", "H"], "coordinates": [[-3.759, -0.073, 1.502], [-3.582, 0.135, 0.611], [-3.466, -0.994, 1.608], [2.870, 2.011, 0.846], [-0.905, 2.167, 0.239], [1.405, 0.975, 5.710], [-0.253, 2.636, -0.399], [-0.421, 1.865, -1.257], [-1.952, 2.767, 1.745], [1.449, -2.093, -3.130], [1.595, -3.101, -3.162], [-5.039, 0.832, -1.638], [-1.165, 1.525, -2.265], [2.479, 1.418, 0.244], [-2.289, 1.690, -2.127], [-2.701, 3.870, -2.053], [-2.842, 3.684, -2.996], [-2.607, 1.209, 1.463], [0.719, -4.519, -2.168], [1.189, -5.280, -2.461], [0.812, -4.632, -1.286], [-0.661, 2.929, 3.056], [2.154, -1.967, -3.802], [-0.588, 3.701, 3.484], [-2.135, 1.996, 1.184], [-1.262, 0.481, -2.163], [1.925, 1.677, 5.257], [3.522, -3.954, -1.823], [2.724, 1.490, 4.964], [3.706, -3.298, -2.501], [3.841, -2.489, -1.984], [1.684, -1.153, 2.038], [-0.607, -0.768, -1.263], [-0.586, 3.580, -0.337], [1.391, -1.704, 0.537], [-4.711, 1.444, -1.042], [-5.428, 1.469, -0.385], [-0.533, -0.676, -0.398], [1.014, -1.497, 1.398], [-0.096, -1.296, -1.820], [-3.003, 4.832, -2.100], [3.061, -0.793, 0.003], [3.099, 0.174, -0.459], [3.685, -0.641, 0.731], [1.049, -4.823, 1.108], [1.549, -5.617, 1.190], [2.474, 2.798, 1.074], [0.019, 2.276, 3.226], [1.177, -4.261, 1.799]], "forces_ev_per_angstrom": [[0.08, -0.91, 1.71], [-0.21, 0.24, -2.22], [-0.18, 0.38, 0.09], [3.45, -2.16, 0.92], [-0.10, 0.35, 0.48], [1.43, 0.52, -0.67], [0.26, 0.16, 1.72], [-1.56, 1.99, -1.06], [-0.45, -1.24, 0.88], [0.99, -1.95, -1.49], [-1.10, 1.85, 1.11], [-0.94, -1.96, -2.17], [-5.27, -2.68, 0.27], [-1.79, 0.22, -0.58], [4.77, 0.25, -0.11], [-0.77, 2.34, -0.94], [0.27, -0.44, 0.17], [-0.39, 0.11, 1.44], [-0.55, 0.63, -3.74], [0.42, -1.08, -1.07], [0.05, 0.05, 5.00], [-1.11, -3.92, -2.99], [-0.59, 1.00, 0.52], [1.13, 4.00, 2.91], [0.99, 0.91, -2.24], [1.23, 1.86, -0.10], [-7.11, 1.64, 2.23], [0.03, -0.10, -0.04], [5.59, -2.15, -1.67], [0.57, -0.04, 0.37], [-0.15, -0.12, -0.20], [-0.65, -0.50, -1.49], [-3.31, 1.65, -5.34], [0.47, -1.54, -1.18], [0.75, 0.29, 0.46], [0.57, 1.45, 2.17], [0.48, 0.30, -0.05], [1.44, -0.36, 5.96], [-0.77, 0.03, 1.39], [2.12, -1.88, -0.70], [0.54, -1.70, 0.73], [0.88, 3.86, -1.94], [0.18, -3.99, 1.16], [-0.02, -0.16, -0.09], [-1.33, -1.56, -3.85], [0.59, -0.67, 0.55], [-2.01, 2.32, 0.02], [0.31, 0.42, 0.53], [0.75, 2.26, 3.11]], "lowdin_charge": [-0.012, -0.012, 0.088, 0.007, 0.055, 0.076, 0.047, 0.090, 0.054, -0.126, 0.040, 0.006, -0.082, -0.027, 0.198, -0.088, 0.050, 0.010, 0.019, 0.053, -0.040, 0.019, 0.051, -0.002, -0.047, 0.097, 0.000, 0.039, -0.054, -0.058, 0.034, 0.060, 0.062, 0.155, 0.004, -0.018, 0.073, -0.028, -0.083, 0.018, 0.095, -0.095, 0.123, 0.061, 0.012, 0.039, 0.002, 0.060, -0.026], "charge": 1}

=====

For the records above, the corresponding electronic energy values read -33261.837, -33278.911, -33286.328 eV.
For the records above, the corresponding lowest unoccupied orbital energy values read 2.35, -0.14, -2.65 eV.